No. 1
Below is a structure of composition C12H36Na2O16P3S at a distorted geometry, with properties calculated with wB97M-V/def2-TZVPD.

## Properties
E_tot	-3429.67562	Ha
expectation value of S²	0.751
highest occupied orbital energy (alpha / beta)	-4.1 / -9.3	eV
orbital gap (alpha / beta)	3.52 / 8.65	eV

ORCA input file:
```
! RIJCOSX wB97M-V def2-TZVPD def2/J DEFGRID3
* xyz 0 2
Na 20.955 21.829 9.188
Na 23.356 19.156 9.796
O 21.760 20.492 10.850
H 20.949 19.993 11.069
O 17.025 19.449 7.193
S 18.413 19.275 7.669
O 19.025 20.370 8.478
O 18.551 17.829 8.452
C 19.766 17.573 9.094
C 19.777 16.071 9.401
C 19.426 18.899 6.152
H 19.819 18.090 10.052
H 20.605 17.854 8.457
H 19.666 15.502 8.478
H 19.172 15.692 10.225
H 20.759 15.791 9.782
H 19.009 18.013 5.674
H 20.432 18.766 6.551
H 19.400 19.770 5.497
C 26.711 25.891 13.882
O 26.088 25.678 12.593
P 25.381 24.234 12.272
O 26.256 23.101 12.584
O 24.102 24.222 13.312
C 23.035 25.116 13.105
O 24.773 24.296 10.793
C 24.271 23.071 10.222
H 26.073 26.319 14.655
H 27.463 26.656 13.686
H 27.214 24.987 14.223
H 23.073 25.775 12.237
H 23.081 25.718 14.013
H 22.118 24.540 12.979
H 24.935 22.731 9.426
H 23.304 23.368 9.817
H 24.153 22.200 10.867
C 22.041 18.119 16.424
O 21.175 19.143 15.959
P 19.643 18.754 15.452
O 18.797 19.910 15.014
O 19.920 17.562 14.391
C 20.582 17.876 13.153
O 18.972 17.872 16.675
C 18.835 18.447 17.989
H 22.908 18.639 16.833
H 22.425 17.429 15.673
H 21.674 17.476 17.223
H 21.605 17.500 13.121
H 20.499 18.911 12.824
H 20.100 17.288 12.373
H 17.786 18.357 18.272
H 18.936 19.531 18.047
H 19.410 17.906 18.740
C 26.290 19.760 17.462
O 26.248 20.741 16.342
P 25.650 20.248 14.925
O 26.445 20.781 13.789
O 25.711 18.645 15.030
C 25.432 17.803 13.939
O 24.072 20.594 15.029
C 23.240 20.720 13.855
H 27.156 19.098 17.463
H 25.425 19.109 17.585
H 26.316 20.406 18.340
H 24.367 17.574 13.988
H 26.043 16.908 14.053
H 25.725 18.257 12.992
H 23.832 20.651 12.942
H 22.684 21.656 13.912
H 22.551 19.890 13.697
*
```

Löwdin atomic charge list, values in e, 5 entries: number 1, Na, carries 0.4506; number 2, Na, carries 0.2435; number 3, O, carries -0.5413; number 4, H, carries -0.1013; number 5, O, carries -0.2958

---

No. 2
Below is a structure of composition C12H36NaO16P4 at a distorted geometry, with properties calculated with wB97M-V/def2-TZVPD.

## Properties
E_tot	-3210.64144	Ha
highest occupied orbital energy	-12.8	eV
orbital gap	10.61	eV

ORCA input file:
```
! RIJCOSX wB97M-V def2-TZVPD def2/J DEFGRID3
* xyz 1 1
Na -0.847 0.218 1.100
C -5.451 1.523 -0.109
O -4.773 1.609 -1.370
P -3.324 1.012 -1.630
O -2.451 1.124 -0.450
O -2.900 1.720 -2.978
C -2.138 2.956 -2.912
O -3.546 -0.488 -2.183
C -4.832 -1.130 -2.268
H -6.467 1.153 -0.173
H -5.412 2.543 0.281
H -4.864 0.968 0.627
H -1.095 2.680 -2.750
H -2.514 3.506 -2.050
H -2.189 3.548 -3.819
H -5.179 -0.987 -3.291
H -5.547 -0.667 -1.592
H -4.665 -2.181 -2.056
C 3.426 -0.789 5.628
O 2.732 -0.768 4.369
P 1.599 0.240 3.992
O 0.957 -0.049 2.693
O 2.223 1.684 4.078
C 3.346 2.028 3.259
O 0.710 0.202 5.313
C -0.452 1.029 5.453
H 4.491 -0.731 5.416
H 3.214 -1.745 6.098
H 3.118 0.029 6.274
H 3.759 2.963 3.627
H 2.968 2.164 2.239
H 4.138 1.278 3.214
H -0.421 1.432 6.470
H -1.355 0.421 5.441
H -0.411 1.887 4.785
C 3.047 -1.014 -0.021
O 3.037 -0.187 -1.193
P 2.218 1.172 -1.142
O 0.999 1.171 -0.323
O 3.344 2.211 -0.660
C 3.181 3.628 -0.682
O 1.903 1.597 -2.664
C 2.941 1.955 -3.561
H 2.381 -0.699 0.789
H 4.024 -1.102 0.449
H 2.615 -1.965 -0.327
H 3.215 3.938 0.360
H 2.209 3.911 -1.092
H 3.937 4.164 -1.252
H 2.651 2.526 -4.440
H 3.583 1.116 -3.830
H 3.613 2.678 -3.077
C -0.190 -5.156 -2.339
O 0.361 -4.029 -1.621
P -0.678 -2.833 -1.314
O -0.158 -1.831 -0.361
O -0.947 -2.175 -2.740
C -0.082 -1.135 -3.214
O -2.071 -3.451 -0.961
C -2.508 -3.931 0.332
H -0.868 -4.916 -3.157
H -0.660 -5.880 -1.676
H 0.704 -5.597 -2.779
H -0.624 -0.213 -2.996
H -0.002 -1.203 -4.299
H 0.915 -1.168 -2.787
H -2.037 -3.337 1.117
H -2.352 -5.000 0.290
H -3.550 -3.631 0.443
*
```

Löwdin atomic charge list, values in e, 5 entries: number 1, Na, carries 0.4749; number 2, C, carries -0.0820; number 3, O, carries -0.2180; number 4, P, carries 0.4000; number 5, O, carries -0.2335

---

No. 3
Below is a structure of composition C12H36O12Tl at a distorted geometry, with properties calculated with wB97M-V/def2-TZVPD.

## Properties
E_tot	-1552.82244	Ha
highest occupied orbital energy	-18.8	eV
orbital gap	4.02	eV

ORCA input file:
```
! RIJCOSX wB97M-V def2-TZVPD def2/J DEFGRID3
* xyz 3 1
Tl 7.661 20.097 -7.871
C 8.379 23.288 -6.023
C 9.183 23.735 -7.307
O 8.939 22.998 -8.535
O 8.595 21.942 -5.807
H 7.293 23.340 -5.941
H 8.531 23.906 -5.137
H 10.272 23.766 -7.338
H 9.091 24.778 -7.610
H 9.380 23.498 -9.225
H 9.430 21.725 -5.387
C 6.322 19.581 -11.288
C 7.149 20.844 -11.594
O 7.367 21.689 -10.500
O 7.095 18.790 -10.372
H 6.375 19.098 -12.264
H 5.291 19.844 -11.054
H 6.580 21.436 -12.310
H 8.100 20.598 -12.067
H 7.772 22.498 -10.820
H 7.746 18.349 -10.923
C 8.123 16.309 -8.448
C 6.875 16.297 -7.625
O 6.044 17.420 -7.938
O 8.900 17.388 -8.176
H 7.985 16.349 -9.528
H 8.824 15.519 -8.177
H 7.010 16.409 -6.550
H 6.108 15.546 -7.817
H 5.236 17.333 -7.427
H 9.776 17.079 -7.937
C 4.530 22.559 -8.351
C 3.727 21.259 -8.215
O 4.633 20.162 -8.131
O 5.916 22.486 -8.030
H 3.946 23.280 -7.779
H 4.516 22.933 -9.375
H 2.949 21.078 -8.957
H 3.248 21.395 -7.245
H 4.260 19.504 -7.540
H 6.196 23.365 -8.296
C 11.597 20.500 -8.155
C 11.076 20.484 -9.600
O 9.903 19.742 -9.824
O 10.538 20.467 -7.135
H 12.300 21.331 -8.094
H 12.176 19.577 -8.130
H 11.942 20.166 -10.182
H 10.887 21.482 -9.995
H 10.067 19.041 -10.459
H 11.011 20.623 -6.314
C 6.798 18.788 -4.206
C 8.179 18.133 -4.445
O 8.951 18.762 -5.472
O 6.270 19.220 -5.418
H 7.042 19.702 -3.664
H 6.094 18.125 -3.704
H 8.128 17.112 -4.824
H 8.756 18.062 -3.523
H 9.773 19.110 -5.119
H 5.385 18.855 -5.483
*
```

Löwdin atomic charge list, values in e, 5 entries: number 1, Tl, carries 1.5220; number 2, C, carries -0.1803; number 3, C, carries -0.1372; number 4, O, carries -0.1272; number 5, O, carries -0.0857

---

No. 4
Below is a cluster of 6 separate species, C12H36O6 in total at a distorted geometry, with properties calculated with wB97M-V/def2-TZVPD.

## Properties
E_tot	-930.15238	Ha
SMILES	CCO.CCO.CCO.CCO.CCO.CCO
highest occupied orbital energy	-9.6	eV
orbital gap	9.96	eV

ORCA input file:
```
! RIJCOSX wB97M-V def2-TZVPD def2/J DEFGRID3
* xyz 0 1
C 3.132 0.815 -0.957
C 3.723 0.005 0.169
O 2.781 -0.019 1.219
H 2.485 1.632 -0.584
H 2.544 0.178 -1.679
H 3.890 1.418 -1.500
H 4.643 0.431 0.613
H 3.957 -0.991 -0.252
H 3.001 -0.623 1.916
C -0.768 -0.645 5.544
C -0.450 0.805 5.384
O -0.295 1.444 6.673
H -0.755 -1.091 4.549
H -1.758 -0.817 5.974
H -0.094 -1.162 6.213
H -1.195 1.267 4.734
H 0.502 0.851 4.797
H -0.264 2.392 6.470
C -1.362 4.500 -1.342
C -0.962 3.209 -0.686
O -0.373 2.373 -1.722
H -0.523 4.824 -1.933
H -1.447 5.246 -0.551
H -2.212 4.509 -2.006
H -1.840 2.653 -0.366
H -0.322 3.354 0.168
H 0.106 1.664 -1.286
C -1.601 -0.861 -3.266
C -2.648 0.263 -3.556
O -2.104 1.510 -3.832
H -2.075 -1.855 -3.262
H -1.294 -0.689 -2.206
H -0.755 -0.843 -3.962
H -3.442 0.206 -2.747
H -3.089 0.018 -4.522
H -1.577 1.812 -3.084
C 1.641 -2.868 -2.288
C 0.617 -3.982 -1.948
O 1.346 -5.234 -1.897
H 2.516 -2.854 -1.639
H 1.159 -1.900 -2.294
H 2.017 -2.961 -3.325
H -0.242 -4.035 -2.619
H 0.150 -3.742 -0.994
H 0.931 -5.924 -2.409
C -1.650 -0.149 1.662
C -0.650 -0.982 0.871
O 0.222 -0.102 0.200
H -1.012 0.568 2.197
H -2.263 -0.683 2.394
H -2.287 0.402 0.932
H -1.085 -1.551 0.042
H -0.089 -1.714 1.402
H 1.117 -0.072 0.590
*
```

Löwdin atomic charge list, values in e, 5 entries: number 1, C, carries -0.0851; number 2, C, carries -0.3029; number 3, O, carries -0.0875; number 4, H, carries 0.0787; number 5, H, carries 0.0858